C8H24IrN4O3P2Se3Te | ωB97M-V with the def2-TZVPD basis set

Properties
Expectation value of S²: 0.8582
Charge: +2
LUMO (alpha / beta): -9.31 / -9.43 eV
Spin multiplicity: 2

Element x y z (Å)
Ir1 2.32466 0.17204 -1.44584
Se1 4.54582 0.29379 -0.63244
Se2 4.87037 2.41367 0.08211
Te1 3.49350 3.79772 -1.38793
Se3 2.33760 2.17911 -2.76552
C1 -0.53937 3.68796 0.76591
N1 -0.95410 2.29604 0.53953
C2 -2.40222 2.11255 0.37224
P1 0.11832 1.12760 0.78550
O1 1.51262 1.39930 0.26690
O2 -0.54363 -0.07801 -0.10919
P2 0.18022 -1.38002 -0.67128
O3 1.65401 -1.43187 -0.25745
N2 -0.63306 -2.66848 -0.23364
C3 -0.25287 -3.44815 0.96343
C4 -2.01543 -2.85859 -0.70361
N3 0.13408 -1.12382 -2.30085
C5 -0.81845 -0.24550 -3.01106
C6 1.21715 -1.75174 -3.11526
N4 0.19566 0.67713 2.32093
C7 1.35777 -0.03878 2.86826
C8 -0.98847 0.67168 3.18870
H1 -1.06498 4.11036 1.62369
H2 -0.77086 4.28609 -0.11557
H3 0.53079 3.74217 0.95949
H4 -2.93689 2.56527 1.20850
H5 -2.66310 1.05908 0.32247
H6 -2.73300 2.59614 -0.54745
H7 0.76645 -3.21526 1.25913
H8 -0.30949 -4.50772 0.72310
H9 -0.92968 -3.23670 1.79208
H10 -2.12363 -2.51628 -1.73195
H11 -2.73102 -2.33291 -0.06944
H12 -2.24328 -3.92216 -0.68102
H13 -1.56399 0.13232 -2.31843
H14 -1.32034 -0.81457 -3.79279
H15 -0.31076 0.60190 -3.46945
H16 1.46362 -2.74495 -2.74652
H17 2.14624 -1.16306 -3.08398
H18 0.91146 -1.81711 -4.15709
H19 2.19692 0.02468 2.18326
H20 1.11995 -1.09010 3.04184
H21 1.63748 0.41470 3.81829
H22 -1.77181 1.30249 2.77833
H23 -0.71537 1.06205 4.16810
H24 -1.37889 -0.34004 3.31594

---

C8H24KO8 | ωB97M-V with the def2-TZVPD basis set

Properties
Expectation value of S²: 0.7546
Charge: +2
LUMO (alpha / beta): -7.40 / -13.03 eV
Spin multiplicity: 2

Element x y z (Å)
K1 -10.99898 0.81893 -6.03102
C1 -7.94467 -0.91687 -9.58105
C2 -7.84999 0.06543 -8.42474
O1 -9.05788 0.81078 -8.16074
O2 -8.76608 -2.03161 -9.39164
H1 -6.89050 -1.14219 -9.74247
H2 -8.24717 -0.27808 -10.41083
H3 -6.99775 0.70416 -8.65674
H4 -7.59195 -0.43494 -7.49139
H5 -9.77206 0.30059 -8.54965
H6 -9.68845 -1.76581 -9.37757
C3 -11.18671 4.36835 -7.94679
C4 -10.19279 4.34561 -9.20170
O3 -11.10990 4.30685 -10.31844
O4 -11.58698 3.12829 -7.57136
H7 -12.06803 4.94966 -8.21779
H8 -10.72725 4.99131 -7.17938
H9 -9.45029 3.56198 -9.05097
H10 -9.73431 5.32450 -9.06151
H11 -11.66210 3.53446 -10.17666
H12 -12.04343 2.76291 -8.33278
C5 -8.41338 1.73669 -3.12561
C6 -8.81623 1.94568 -1.66628
O5 -8.45434 0.83544 -0.87998
O6 -9.20365 0.85758 -3.89239
H13 -7.38777 1.36760 -3.12570
H14 -8.40448 2.63647 -3.74075
H15 -9.89815 2.04849 -1.58268
H16 -8.33994 2.82168 -1.22597
H17 -9.00306 0.12789 -1.22622
H18 -9.48954 0.11875 -3.35018
C7 -13.03856 3.48205 -3.19107
C8 -11.95978 4.01536 -4.11628
O7 -11.16610 5.06671 -3.55654
O8 -12.51019 2.86290 -2.08599
H19 -13.63438 2.74176 -3.72499
H20 -13.66845 4.31378 -2.87553
H21 -12.34173 4.43203 -5.04827
H22 -11.28735 3.18787 -4.34255
H23 -10.70438 4.86455 -2.73950
H24 -13.27754 2.62699 -1.55956

---

C8H24N8O16 | ωB97M-V with the def2-TZVPD basis set

Properties
ΔE to the lowest compared entry with this formula, charge and spin: 138.1 kJ/mol
LUMO: -0.36 eV
SMILES: C[N+](=O)[O-].C[N+](=O)[O-].C[N+](=O)[O-].C[N+](=O)[O-].C[N+](=O)[O-].C[N+](=O)[O-].C[N+](=O)[O-].C[N+](=O)[O-]

Element x y z (Å)
C1 -0.13185 0.03140 -0.14292
N1 -0.08895 -1.25788 0.57168
O1 0.84198 -1.59525 1.28758
O2 -1.00660 -2.01896 0.48950
H1 -0.53400 -0.31425 -1.09524
H2 0.92439 0.28395 -0.23605
H3 -0.69088 0.84549 0.31844
C2 0.65930 5.46318 0.71104
N2 -0.38002 4.36487 0.57843
O3 -0.37488 3.50614 1.48456
O4 -1.18920 4.39858 -0.31196
H4 1.29752 5.31656 1.58240
H5 0.15445 6.42902 0.73070
H6 1.24090 5.47797 -0.21071
C3 1.58021 -2.34762 4.90921
N3 1.77481 -3.57885 4.07779
O5 0.75839 -4.16327 3.72642
O6 2.89161 -3.92686 3.75543
H7 2.51586 -1.82897 5.11817
H8 0.92424 -2.56520 5.75210
H9 1.09651 -1.67511 4.20080
C4 0.53119 1.38354 3.54085
N4 1.92671 1.22290 3.01212
O7 2.71858 0.61620 3.71851
O8 2.24396 1.82772 2.01093
H10 0.34219 0.75034 4.40771
H11 -0.16961 1.02139 2.78863
H12 0.26859 2.42507 3.72619
C5 -0.59148 -3.17041 -5.54604
N5 -0.80327 -1.98035 -4.66306
O9 -1.63272 -1.16453 -5.00116
O10 -0.18312 -1.85285 -3.63226
H13 -0.72726 -2.91061 -6.59588
H14 -1.31902 -3.88643 -5.16381
H15 0.42726 -3.54396 -5.44243
C6 3.78224 3.16882 -0.78214
N6 2.70833 2.68596 -1.64520
O11 3.10002 2.09254 -2.64607
O12 1.54974 2.77645 -1.25854
H16 4.48989 3.78771 -1.33378
H17 4.25950 2.24679 -0.45022
H18 3.42796 3.77674 0.05034
C7 -4.54614 2.96118 -0.44736
N7 -4.18272 1.50430 -0.62233
O13 -4.89169 0.81783 -1.36767
O14 -3.18962 1.18414 -0.10112
H19 -5.53777 3.22751 -0.81320
H20 -3.74917 3.56209 -0.88535
H21 -4.64692 3.06330 0.63316
C8 -1.46328 -4.92823 -1.98540
N8 -0.74644 -6.21385 -1.63732
O15 -1.37874 -7.25647 -1.49924
O16 0.47403 -6.19858 -1.74388
H22 -2.43937 -5.03452 -2.45872
H23 -0.75705 -4.26964 -2.49098
H24 -1.55856 -4.53680 -0.97258

---

C8H24O5 | ωB97M-V with the def2-TZVPD basis set

Properties
ΔE to the lowest compared entry with this formula, charge and spin: 153.7 kJ/mol
LUMO: 0.24 eV
SMILES: C=C/C=C(/C)CCC.O.O.O.O.O

Element x y z (Å)
C1 1.59800 -1.35494 1.55053
C2 2.09234 -0.13246 1.73628
C3 1.42378 1.11962 1.31045
C4 0.22295 1.47363 0.80667
C5 0.18874 2.87644 0.16503
C6 -0.94521 0.57544 0.43449
C7 -1.92641 0.53710 1.62185
C8 -3.11856 -0.36011 1.28016
H1 0.72308 -1.50532 0.93283
H2 1.93706 -2.30352 1.94897
H3 3.02793 -0.01293 2.26632
H4 2.08685 1.97191 1.45199
H5 -0.51082 2.85470 -0.67153
H6 1.13197 3.09182 -0.32194
H7 -0.15004 3.59995 0.90697
H8 -1.41668 0.95003 -0.46778
H9 -0.53609 -0.39406 0.17473
H10 -2.26936 1.54275 1.84265
H11 -1.55537 0.19597 2.58315
H12 -3.57248 -0.27582 0.28880
H13 -3.02815 -1.44175 1.40104
H14 -3.89739 -0.03626 1.98246
O1 2.41157 -1.49970 -1.51752
H15 2.10012 -1.13924 -0.67410
H16 3.06800 -0.91945 -1.91704
O2 -0.65508 2.09611 3.88485
H17 0.01655 1.45108 3.63117
H18 -0.82302 2.45833 3.01127
O3 -1.29068 -1.71975 -2.69889
H19 -1.95140 -2.08114 -3.29419
H20 -0.42166 -2.13373 -2.86257
O4 0.72097 -3.58630 -2.56524
H21 0.92635 -3.66693 -1.63260
H22 1.29076 -2.95104 -2.99054
O5 -0.31762 0.83767 -3.79011
H23 0.42677 0.74186 -3.19019
H24 -0.78862 0.00512 -3.60706

---

C8H25O13PPd | ωB97M-V with the def2-TZVPD basis set

Properties
Expectation value of S²: 3.7790
Charge: -1
LUMO (alpha / beta): 2.11 / 1.19 eV
Spin multiplicity: 4

Element x y z (Å)
Pd1 -20.80592 3.66299 1.40928
O1 -19.85454 5.55928 0.90112
H1 -20.25563 5.36190 0.03239
P1 -23.48319 3.78045 0.51076
O2 -24.24682 2.47026 0.89936
O3 -22.87865 4.04198 1.91989
O4 -24.22152 5.09871 0.49472
O5 -22.12826 3.75772 -0.14005
C1 -23.39806 8.54712 1.79947
C2 -22.00482 8.03256 2.22042
O6 -22.01045 6.64543 2.02165
O7 -24.43243 7.85967 2.43644
H2 -23.55142 8.51694 0.72073
H3 -23.44762 9.63276 1.88330
H4 -21.80869 8.34353 3.24654
H5 -21.28788 8.57897 1.60762
H6 -21.14233 6.38449 1.70562
H7 -25.07388 8.52944 2.68452
C3 -16.94035 7.03151 -0.08536
C4 -17.22336 7.90253 1.17020
O8 -18.64113 7.98031 1.47546
O9 -17.32519 5.68886 0.24185
H8 -15.88585 6.80221 -0.23877
H9 -17.48194 7.28221 -0.99747
H10 -16.90197 8.92516 0.97263
H11 -16.80307 7.44564 2.06614
H12 -18.97086 7.08096 1.53909
H13 -18.26302 5.64434 0.44210
C5 -19.41461 3.42335 -1.98702
C6 -18.74732 2.43079 -1.04876
O10 -19.39361 2.39384 0.22399
O11 -20.70302 2.94678 -2.18993
H14 -18.84841 3.43382 -2.91837
H15 -19.37369 4.42409 -1.55697
H16 -17.71008 2.63499 -0.78314
H17 -18.75006 1.44171 -1.50683
H18 -18.97538 1.67982 0.71067
H19 -21.26674 3.27581 -1.48597
C7 -19.97043 6.90314 -3.01843
C8 -20.99482 7.40982 -1.99522
O12 -20.43389 8.19090 -0.95986
O13 -19.64384 7.92266 -3.99613
H20 -20.50051 6.06287 -3.46682
H21 -19.14932 6.30816 -2.61858
H22 -21.47252 6.53653 -1.55107
H23 -21.83383 7.94512 -2.43976
H24 -20.09591 7.57715 -0.30360
H25 -20.41307 8.00291 -4.56485

---

C8H26N2O4 | ωB97M-V with the def2-TZVPD basis set

Properties
ΔE to the lowest compared entry with this formula, charge and spin: 108.9 kJ/mol
Expectation value of S²: 0.7542
Charge: +1
LUMO (alpha / beta): -3.30 / -9.69 eV
Spin multiplicity: 2

Element x y z (Å)
O1 -0.86758 -1.02532 1.83653
H1 0.03460 -0.76396 1.65217
H2 -1.38216 -0.62057 1.13823
O2 -0.43580 -1.93200 4.60978
H3 -0.79468 -1.81954 3.72955
H4 0.36970 -1.41489 4.60840
C1 -1.31318 2.82048 2.03561
C2 -0.82015 2.38432 0.62316
C3 -1.81746 1.68319 -0.34622
O3 -2.23832 0.41957 0.09255
C4 -2.75246 -0.27338 -0.99375
N1 -0.35250 3.60015 -0.05779
H5 -0.48586 3.16248 2.65745
H6 -1.89769 2.04775 2.53497
H7 -1.92025 3.70939 1.86410
H8 0.08189 1.78774 0.75926
H9 -1.31483 1.81417 -1.30450
H10 -2.77970 2.17392 -0.49243
H11 -3.69402 0.21420 -1.24639
H12 -2.99003 -1.33436 -0.91635
H13 -2.13707 -0.22172 -1.89192
H14 0.35789 3.94375 0.57259
H15 0.11133 3.39194 -0.93049
C5 2.64333 -2.42805 0.22455
C6 2.36721 -1.09775 -0.43677
C7 1.28632 -1.15175 -1.52627
O4 1.54062 -1.94080 -2.67318
C8 0.54530 -1.83451 -3.68024
N2 1.93538 -0.10722 0.65303
H16 3.40210 -2.34454 1.00262
H17 3.16975 -3.05567 -0.49453
H18 1.73491 -2.86230 0.64206
H19 3.25693 -0.74230 -0.95653
H20 1.15382 -0.09325 -1.75013
H21 0.32003 -1.47686 -1.14066
H22 0.87753 -1.04299 -4.35196
H23 -0.42258 -1.54981 -3.26761
H24 0.51363 -2.67805 -4.36983
H25 2.61652 -0.11820 1.39870
H26 2.09735 0.77689 0.19236